(1)
ORCA calculation (the ωB97M-V functional and the def2-TZVPD basis) on a 2-piece molecular cluster, C2H7OS overall.

## Properties
E_tot = -15068.707 eV
Molecular weight = 79.1 g/mol
Total charge = -1
HOMO energy = -2.27 eV
2S+1 = 1
HOMO-LUMO gap = 5.67 eV

Atoms and positions in Å:
C: 1.366 0.181 1.169
S: 3.077 -0.001 0.445
H: 1.226 -0.693 1.719
H: 1.270 1.027 1.847
H: 0.805 0.051 0.247
H: 3.075 1.037 -0.365
C: -2.192 -0.292 -0.981
O: -1.235 0.191 -0.173
H: -2.556 -1.226 -0.445
H: -3.058 0.396 -1.331
H: -1.777 -0.671 -2.131

=====

(2)
ORCA calculation (the ωB97M-V functional and the def2-TZVPD basis) on C11H12NP as an isolated structure.

## Properties
E_tot = -22372.589 eV
Molecular weight = 189.2 g/mol
HOMO energy (alpha / beta) = -6.96 / -6.62 eV
2S+1 = 1
HOMO-LUMO gap (alpha / beta) = 6.43 / 6.35 eV

Atoms and positions in Å:
C: 1.861 -0.043 -3.119
C: 2.103 1.130 -2.296
C: 0.690 -0.766 -2.790
C: 1.580 1.251 -1.055
C: 0.099 -0.610 -1.561
C: 0.610 0.264 -0.599
C: -0.610 0.270 2.690
C: 0.365 0.124 0.725
C: -2.358 -1.842 1.976
C: -3.115 -2.589 0.934
C: 0.740 2.240 1.916
N: 0.302 0.884 1.798
P: -0.956 -1.056 1.587
H: 2.295 -0.235 -4.076
H: 2.802 1.745 -2.775
H: 0.171 -1.464 -3.458
H: 2.034 1.930 -0.388
H: -0.842 -1.137 -1.282
H: -0.441 0.428 3.752
H: -3.463 -1.873 0.145
H: -4.040 -3.107 1.251
H: -2.399 -3.274 0.388
H: 0.049 2.796 2.532
H: 1.614 2.141 2.616
H: 0.909 2.792 1.089

=====

(3)
ORCA calculation (the ωB97M-V functional and the def2-TZVPD basis) on C35H44ClO8P3Sn as an isolated structure.

## Properties
E_tot = -99592.460 eV
Molecular weight = 839.8 g/mol
Total charge = +2
HOMO energy = -14.51 eV
2S+1 = 1
HOMO-LUMO gap = 8.09 eV

Atoms and positions in Å:
Sn: -0.222 0.010 -0.662
O: 1.126 2.624 -3.220
Cl: 0.974 2.359 -1.845
O: 1.595 3.271 -0.988
O: -0.468 2.144 -1.499
O: 1.475 0.923 -1.565
C: -1.665 -2.405 -2.893
C: -0.559 -3.204 -2.189
P: 0.768 -2.235 -1.382
C: 1.329 -3.171 0.031
C: 2.302 -4.159 -0.138
C: 2.682 -4.931 0.948
C: 2.102 -4.718 2.192
C: 1.132 -3.738 2.360
C: 0.745 -2.960 1.281
C: 2.082 -1.922 -2.543
C: 3.364 -1.634 -2.068
C: 4.361 -1.285 -2.962
C: 4.079 -1.197 -4.320
C: 2.805 -1.481 -4.794
C: 1.802 -1.837 -3.909
C: -2.728 -1.862 -1.909
P: -2.510 -0.078 -1.684
C: -3.580 0.552 -0.407
C: -3.413 1.889 -0.026
C: -4.172 2.398 1.012
C: -5.089 1.582 1.664
C: -5.251 0.255 1.289
C: -4.490 -0.272 0.258
C: -2.739 0.738 -3.248
C: -1.687 1.060 -4.103
C: -1.961 1.656 -5.323
C: -3.275 1.924 -5.682
C: -4.323 1.598 -4.831
C: -4.063 1.008 -3.606
H: -2.151 -3.044 -3.628
H: -1.230 -1.585 -3.473
H: -0.045 -3.870 -2.886
H: -0.980 -3.834 -1.403
H: 2.757 -4.328 -1.106
H: 3.430 -5.702 0.822
H: 2.411 -5.318 3.037
H: 0.687 -3.572 3.331
H: 0.004 -2.183 1.434
H: 3.587 -1.696 -1.009
H: 5.359 -1.079 -2.601
H: 4.857 -0.905 -5.012
H: 2.595 -1.427 -5.854
H: 0.817 -2.070 -4.295
H: -2.654 -2.336 -0.926
H: -3.741 -2.038 -2.273
H: -2.691 2.526 -0.525
H: -4.042 3.427 1.315
H: -5.682 1.984 2.474
H: -5.971 -0.371 1.800
H: -4.623 -1.308 -0.028
H: -0.659 0.869 -3.828
H: -1.149 1.923 -5.985
H: -3.485 2.400 -6.630
H: -5.344 1.814 -5.115
H: -4.880 0.774 -2.933
C: 2.989 -0.141 1.809
C: 3.079 1.369 1.942
C: 4.041 1.958 0.926
C: 3.459 1.782 3.354
O: 1.784 1.972 1.581
P: 0.314 1.662 2.007
O: -0.620 2.714 1.613
O: -0.063 0.283 1.205
O: 0.319 1.116 3.465
C: -0.361 1.738 4.644
C: -1.860 1.589 4.451
C: 0.059 3.192 4.772
C: 0.134 0.918 5.820
H: 3.969 -0.581 2.000
H: 2.687 -0.410 0.792
H: 2.279 -0.566 2.519
H: 5.058 1.634 1.148
H: 4.004 3.046 0.960
H: 3.779 1.638 -0.085
H: 4.468 1.429 3.569
H: 2.780 1.360 4.091
H: 3.450 2.869 3.444
H: -2.191 2.132 3.565
H: -2.376 1.994 5.320
H: -2.127 0.535 4.347
H: -0.242 3.772 3.901
H: 1.141 3.272 4.891
H: -0.416 3.621 5.653
H: -0.066 -0.142 5.658
H: -0.381 1.234 6.727
H: 1.205 1.054 5.971

=====

(4)
ORCA calculation (the ωB97M-V functional and the def2-TZVPD basis) on a 2-piece molecular cluster, CH2O4S overall.

## Properties
E_tot = -20093.095 eV
Molecular weight = 110.1 g/mol
HOMO energy = -11.68 eV
2S+1 = 1
HOMO-LUMO gap = 12.16 eV

Atoms and positions in Å:
C: -2.037 0.827 -0.008
O: -2.985 0.215 0.083
O: 1.269 0.933 -0.113
O: -0.464 -0.595 0.828
O: 0.903 -1.300 -1.095
S: 0.770 -0.562 0.111
H: 0.770 1.393 -0.793
H: 1.773 -0.910 0.986

=====

(5)
ORCA calculation (the ωB97M-V functional and the def2-TZVPD basis) on the molecule C6H10N2.

## Properties
E_tot = -9356.506 eV
Molecular weight = 110.2 g/mol
HOMO energy = -8.67 eV
SMILES = C1[C@@H]2N[C@H]3C[C@H]3N[C@@H]12
2S+1 = 1
HOMO-LUMO gap = 9.65 eV

Atoms and positions in Å:
C: -0.187 -2.255 0.569
C: -0.261 -0.766 0.658
C: -0.799 1.194 -0.436
C: 0.146 1.956 0.429
C: 0.675 1.121 -0.839
C: 0.540 -1.035 -0.394
H: 0.386 -2.646 1.366
H: -0.708 -2.808 -0.119
H: 0.265 -0.730 1.845
H: -2.131 -0.511 0.130
H: -1.413 1.741 -1.119
H: 0.420 1.573 1.335
H: 0.199 3.083 0.514
H: 0.751 1.366 -1.914
H: 2.315 -0.218 -1.090
H: -0.421 -1.175 -0.980
N: -1.324 0.080 0.600
N: 1.546 0.032 -0.554

=====

(6)
ORCA calculation (the ωB97M-V functional and the def2-TZVPD basis) on C4H4O4Ti as an isolated structure.

## Properties
E_tot = -35497.017 eV
Molecular weight = 163.9 g/mol
Total charge = +2
HOMO energy (alpha / beta) = -19.20 / -21.76 eV
2S+1 = 3
HOMO-LUMO gap (alpha / beta) = 7.79 / 10.69 eV

Atoms and positions in Å:
O: -0.515 -2.398 -2.000
C: -0.353 -1.549 -1.233
Ti: -0.011 0.041 0.066
C: -0.881 1.592 -0.764
C: 1.962 0.280 0.095
O: -1.403 2.601 -1.109
O: 3.089 0.504 0.227
C: -1.362 0.479 2.388
O: -0.097 0.939 1.890
H: -2.177 0.983 1.830
H: -1.389 0.751 3.445
H: -1.446 -0.636 2.236
H: 0.671 0.642 2.413